Molecular formula: C34H26F3N2OReS2Sb
Method: DFT, wB97M-V/def2-TZVPD

XYZ file:
```
70
Properties=species:S:1:pos:R:3:forces:R:3
Re 0.780314 -0.920677 0.413501 0.041 0.238 -0.026
C 1.131963 -5.342268 1.419464 -0.003 -0.024 -0.029
C 1.317558 -3.855706 1.437354 0.071 0.014 0.112
N 0.610871 -3.082640 0.646165 -0.028 0.205 -0.081
N -0.328983 -3.772694 -0.097180 -0.024 -0.127 0.017
C -1.023428 -3.125748 -0.929377 -0.009 0.101 -0.064
S -0.795605 -1.346621 -1.130920 -0.092 -0.069 -0.050
S -2.166438 -3.975279 -1.914621 -0.027 0.043 -0.024
C -3.040638 -2.652333 -2.806067 0.035 0.009 0.027
C -3.800932 -1.650949 -1.968377 0.041 0.002 -0.052
C -3.939448 -0.353263 -2.459306 0.021 -0.022 0.026
C -4.698695 0.580154 -1.773159 -0.036 0.016 0.028
C -5.326186 0.226085 -0.584676 0.021 0.018 -0.019
C -5.176230 -1.057267 -0.081672 0.017 -0.015 -0.031
C -4.414204 -1.993802 -0.770347 -0.061 0.025 0.044
C 2.304979 -3.343086 2.405083 0.002 0.025 -0.012
C 2.991732 -4.223552 3.249915 -0.015 0.007 -0.018
C 3.893044 -3.762387 4.195188 -0.002 -0.025 0.000
C 4.137482 -2.404869 4.329829 -0.006 0.055 -0.011
C 3.476169 -1.499066 3.512299 -0.004 -0.090 0.020
C 2.586589 -1.985298 2.578402 -0.053 -0.093 -0.048
O 1.957728 -1.079177 1.773661 0.172 0.090 0.206
H 0.461973 -5.664385 0.637613 -0.001 0.001 0.002
H 2.102846 -5.818117 1.282316 -0.006 -0.004 0.000
H 0.735961 -5.667742 2.383100 0.001 0.002 0.005
H -2.349486 -2.157861 -3.488697 0.004 0.003 0.027
H -3.726559 -3.227418 -3.433436 0.003 -0.040 0.024
H -3.466057 -0.079224 -3.395557 0.000 -0.005 -0.018
H -4.817093 1.579460 -2.174817 0.000 -0.031 0.005
H -5.941926 0.945966 -0.061167 0.000 0.002 0.006
H -5.671584 -1.342857 0.836883 -0.002 0.003 0.004
H -4.323040 -2.998692 -0.377464 0.011 -0.018 -0.009
H 2.822915 -5.286237 3.178392 0.016 0.001 0.018
H 4.405235 -4.470714 4.830704 -0.002 -0.005 -0.001
H 4.841119 -2.046751 5.068646 0.001 -0.001 0.003
H 3.639049 -0.432542 3.584409 0.001 -0.054 0.015
F 2.955381 3.259332 -5.960228 -0.004 0.001 0.009
C 2.405313 2.872891 -4.815912 0.002 -0.022 -0.018
C 2.517742 3.700676 -3.711510 -0.006 0.002 0.020
C 1.943495 3.292933 -2.519518 -0.003 -0.005 -0.015
C 1.275088 2.070287 -2.457221 -0.060 0.018 0.017
C 1.173250 1.253528 -3.582251 -0.018 -0.024 0.036
C 1.744192 1.655647 -4.776187 0.013 0.020 -0.016
Sb 0.390238 1.498407 -0.660598 0.017 -0.159 -0.151
C 1.730951 1.924281 0.893861 -0.107 -0.211 0.048
C 3.100342 1.720757 0.689196 0.065 0.052 0.014
C 3.981779 1.863048 1.743884 0.001 0.002 -0.056
C 3.467615 2.189924 2.990996 -0.030 0.051 -0.034
F 4.309949 2.306383 4.010280 -0.002 -0.021 -0.001
C 2.115020 2.398453 3.223558 -0.012 -0.003 -0.019
C 1.241206 2.255444 2.163163 0.055 -0.006 0.043
C -1.443768 2.418179 -0.348378 0.064 0.047 -0.047
C -1.847760 3.455335 -1.188282 -0.018 -0.052 0.031
C -3.051334 4.094390 -0.948822 -0.023 -0.013 0.024
C -3.815463 3.679182 0.130003 0.001 0.062 -0.002
F -4.973469 4.289321 0.362497 -0.002 -0.013 -0.014
C -3.432134 2.651088 0.973904 0.035 -0.051 0.012
C -2.233910 2.007221 0.722345 -0.044 0.039 -0.029
H 3.044533 4.640821 -3.797627 0.002 0.002 0.000
H 2.025228 3.931986 -1.648345 0.008 0.015 0.008
H 0.654530 0.302532 -3.537064 0.012 0.012 -0.008
H 1.687854 1.049954 -5.669873 0.000 -0.004 0.001
H 3.479987 1.468997 -0.295044 0.010 -0.004 0.006
H 5.049035 1.736340 1.621431 -0.003 -0.004 -0.001
H 1.778302 2.672502 4.213917 -0.005 0.000 0.003
H 0.181686 2.419712 2.316828 -0.019 0.012 0.030
H -1.236600 3.763597 -2.027594 0.011 0.019 -0.012
H -3.403984 4.902044 -1.574793 0.000 0.010 -0.008
H -4.074193 2.363415 1.794422 -0.007 0.001 0.008
H -1.931096 1.178947 1.352878 -0.021 -0.011 0.027
```
Positions in Å, forces in eV/Å.

E_LUMO (alpha / beta) (Eh): -0.296 / -0.290
Charge: +2
HOMO (alpha / beta) (eV): -13.738 / -13.741
Relative energy (zero: lowest compared OMol25 entry of this formula, charge and spin) (eV): 0.188
Multiplicity: 2